93
Properties=species:S:1:pos:R:3 method="wB97M-V/def2-TZVPD" homo_lumo_gap_ev="7.52 / 7.60" s2=0.754 e_above_lowest_kj_mol=0.0 multiplicity=2 e_homo_ev="-16.01 / -16.00" charge=+3
As 0.132 -2.529 -1.063
As -1.102 0.691 0.986
Ti 2.351 -1.095 -0.952
P 5.062 -3.046 -1.757
P 0.711 2.192 1.106
F 6.345 -3.676 -1.193
F 5.333 -1.692 -1.072
F 4.164 -4.181 -1.273
F 5.433 -3.103 -3.222
F 3.040 -1.797 0.519
F 3.553 -2.277 -2.261
C 0.586 -4.391 -0.936
C -3.085 -2.736 -3.726
C -0.414 -1.076 1.440
C -0.828 4.281 0.245
C -1.188 -1.911 -4.959
C -4.093 0.597 -1.860
C -1.332 0.980 -1.891
C 1.257 -4.838 0.201
C -4.104 2.228 4.217
C -3.428 0.830 -3.057
C -2.319 1.283 2.329
C -3.385 1.068 4.468
C -2.328 -2.762 -2.563
C 1.683 1.108 4.885
C 0.270 -5.269 -1.966
C 1.597 -6.177 0.313
C 0.175 4.551 2.443
C 1.278 -7.060 -0.713
C 1.602 1.615 2.535
C 2.995 0.669 4.737
C -2.516 -2.313 -4.920
C -0.997 -2.356 -2.601
C 3.612 0.705 3.494
C -3.936 2.917 3.022
C 2.290 3.339 -0.786
C -3.385 0.559 -0.669
C 2.921 1.175 2.389
C -0.030 3.794 1.289
C -0.425 5.797 2.552
C 3.163 3.373 -1.876
C 2.034 0.934 -1.034
C 0.620 -6.608 -1.847
C 0.982 1.580 3.791
C -0.428 -1.933 -3.798
C -3.045 2.447 2.071
C 3.465 2.214 -2.556
C -2.003 0.755 -0.691
C -2.052 1.018 -3.074
C -0.945 -2.201 0.549
C -2.483 0.591 3.529
C -1.222 6.277 1.522
C 1.736 2.133 -0.370
C -1.422 5.522 0.369
C 2.897 1.005 -2.128
H 3.540 0.308 5.598
H 1.520 -4.154 1.002
H 1.213 1.094 5.860
H -3.988 0.870 -3.982
H -4.807 2.595 4.953
H 3.415 1.216 1.427
H -1.980 -2.038 0.247
H 3.594 4.316 -2.184
H -4.115 -3.066 -3.703
H -0.262 6.395 3.438
H -0.032 1.938 3.921
H 3.146 0.120 -2.735
H 2.063 4.265 -0.273
H -2.933 2.981 1.134
H -1.685 7.251 1.612
H -0.254 -4.930 -2.851
H -2.780 -3.131 -1.650
H -3.527 0.530 5.396
H -1.930 -0.310 3.755
H -3.915 0.403 0.263
H 1.541 -8.105 -0.624
H 0.677 -1.016 1.453
H 4.637 0.375 3.387
H -0.916 -3.136 1.110
H -1.540 1.200 -4.009
H -5.165 0.456 -1.849
H -2.034 5.910 -0.434
H -0.711 -1.227 2.477
H -3.105 -2.311 -5.828
H 2.108 -6.533 1.197
H 0.616 -1.638 -3.846
H -4.505 3.815 2.826
H -0.980 3.702 -0.660
H -0.740 -1.597 -5.892
H 0.809 4.190 3.241
H -0.259 1.125 -1.912
H 0.369 -7.300 -2.640
H 4.122 2.235 -3.416

---

96
Properties=species:S:1:pos:R:3 method="wB97M-V/def2-TZVPD" homo_lumo_gap_ev=6.99 e_above_lowest_kj_mol=233.3 e_homo_ev=-10.24 charge=+1
Au 1.103 -0.936 -1.334
I 0.610 -0.717 -3.862
Cl 4.572 4.278 0.139
Cl 5.441 3.989 3.174
Cl 2.349 -0.460 3.504
Cl 4.314 1.578 4.821
Cl -3.459 -2.945 -3.194
P 1.412 2.527 -3.473
O 2.720 2.238 -0.790
O -2.281 -4.117 2.404
O 1.720 0.164 0.713
N 0.546 -4.231 1.601
N 0.119 -3.139 2.275
N 0.646 -2.414 0.306
C -4.565 -3.220 -0.737
C 3.991 2.994 1.135
C 0.859 -3.753 0.424
C -0.518 4.414 -0.981
C -4.655 -2.927 0.616
C 1.249 6.071 -1.168
C -1.994 -3.375 3.578
C -3.613 -2.573 -1.505
C 0.828 3.507 -7.856
C 4.815 0.334 -3.856
C -2.061 -5.616 4.788
C 1.178 2.845 -5.202
C 3.465 1.578 -1.837
C 0.043 2.397 -5.873
C -3.813 -1.999 1.216
C 2.525 0.976 1.244
C 1.958 3.953 -7.181
C -1.978 2.477 -1.033
C 4.369 2.858 2.452
C 3.099 2.081 0.590
C -2.777 -1.623 -0.941
C 0.059 5.662 -0.611
C -1.176 1.779 -1.973
C -2.480 -4.141 4.854
C -0.451 -3.271 3.602
C 2.969 0.870 2.609
C 3.842 1.771 3.182
C 2.136 3.628 -5.848
C -1.889 -3.528 6.130
C -2.894 -1.333 0.409
C 1.428 4.126 -2.533
C 5.269 0.237 -2.551
C -0.126 2.737 -7.206
C -4.008 -4.089 4.965
C -0.054 2.430 -2.407
C 0.192 -2.066 1.493
C 1.972 5.319 -2.142
C -1.677 3.731 -0.539
C 3.658 1.039 -4.141
C -2.575 -1.938 3.478
C -3.884 -1.724 2.700
C 0.222 3.716 -1.922
C 2.954 1.678 -3.123
C 4.593 0.871 -1.514
H -5.220 -3.950 -1.192
H -0.035 -1.065 1.812
H -4.705 -2.292 3.136
H -1.002 2.392 -7.737
H -0.687 1.783 -5.363
H 0.690 3.764 -8.898
H -2.240 -0.584 0.843
H -0.146 -2.405 4.189
H -2.181 -2.485 6.270
H -2.465 -6.139 5.656
H -2.254 -4.083 6.996
H -2.701 -1.547 4.489
H -2.875 1.986 -0.677
H -4.509 -4.473 4.072
H 4.937 0.810 -0.491
H -0.800 -3.586 6.150
H -1.443 0.789 -2.312
H -4.149 -0.670 2.833
H -1.830 -1.287 3.016
H -4.371 -3.078 5.155
H 1.234 -4.370 -0.375
H -5.398 -3.442 1.217
H 0.004 -4.161 4.026
H 2.521 3.180 -1.033
H -2.026 -1.144 -1.557
H 5.348 -0.165 -4.653
H 1.668 7.016 -0.850
H 3.013 3.982 -5.317
H 3.273 1.074 -5.151
H -2.337 4.184 0.190
H -3.200 -4.404 2.424
H -0.979 -5.746 4.809
H -2.434 -6.108 3.892
H -0.425 6.294 0.123
H 6.160 -0.333 -2.327
H 2.696 4.556 -7.692
H -4.330 -4.714 5.799
H 2.902 5.706 -2.539

---

112
Properties=species:S:1:pos:R:3 method="wB97M-V/def2-TZVPD" homo_lumo_gap_ev=8.79 e_homo_ev=-9.05 charge=0
Br 12.028 17.958 17.027
Br 16.620 15.331 6.639
Br 15.464 24.645 14.107
Br 8.825 20.031 14.545
Br 17.079 8.184 11.858
Br 17.185 23.029 12.049
Br 21.752 20.905 7.876
Br 20.102 21.552 10.424
Br 13.852 16.736 6.540
Br 19.181 20.248 14.841
Br 18.911 10.649 11.767
Br 9.726 22.888 13.527
Br 14.096 10.393 11.798
Br 13.946 13.586 6.558
Br 16.252 19.849 15.988
Br 10.913 20.248 12.222
Br 11.653 12.482 12.143
Br 14.205 22.504 12.214
Br 11.901 20.332 18.969
Br 18.861 18.886 17.545
Br 23.122 21.105 10.664
Br 12.330 20.816 15.890
Br 16.981 9.867 9.371
Br 14.141 13.159 10.290
F 9.702 17.260 13.895
F 15.926 22.469 6.848
F 18.940 15.878 14.974
F 19.728 17.276 7.289
F 7.825 16.695 9.472
F 15.610 15.804 10.378
C 18.296 17.219 11.110
C 15.275 16.945 11.128
C 9.122 16.472 9.720
C 12.641 22.531 8.362
C 12.696 19.713 17.359
C 15.695 23.009 13.336
C 9.810 15.611 8.841
C 10.720 14.298 16.587
C 14.816 15.156 7.192
C 12.400 21.192 8.509
C 18.244 18.433 10.380
C 11.256 15.666 14.647
C 14.933 16.790 12.456
C 15.555 14.793 15.558
C 18.874 16.096 10.590
C 14.700 22.010 7.301
C 14.667 17.906 13.227
C 18.152 9.249 10.773
C 14.659 19.147 12.668
C 9.433 21.018 13.090
C 16.705 15.516 15.670
C 17.657 14.336 13.776
C 11.123 16.931 10.951
C 19.388 16.140 9.288
C 9.765 17.138 10.739
C 21.557 20.557 9.687
C 19.323 17.286 8.565
C 11.591 14.681 15.570
C 18.738 18.422 9.100
C 13.783 22.929 7.717
C 15.340 18.218 10.538
C 11.165 15.378 9.028
C 17.757 15.237 14.787
C 10.040 16.319 14.814
C 15.443 13.796 14.608
C 13.258 20.236 7.961
C 17.998 19.013 15.888
C 16.447 13.616 13.671
C 15.028 19.336 11.330
C 13.009 11.794 11.042
C 11.788 16.058 10.087
C 9.517 14.947 16.700
C 9.128 15.985 15.850
C 14.409 20.683 7.334
H 12.775 15.763 10.425
H 8.616 21.042 12.376
H 11.615 17.394 11.803
H 15.532 18.174 9.465
H 11.935 23.282 8.745
H 11.680 14.543 8.460
H 11.914 16.064 13.868
H 19.818 15.234 8.872
H 13.155 19.160 8.043
H 9.236 15.145 8.042
H 8.779 14.637 17.397
H 14.509 17.741 14.320
H 21.450 19.503 9.830
H 12.432 14.052 15.266
H 17.897 17.192 12.133
H 17.923 19.381 10.803
H 18.871 8.620 10.284
H 16.295 12.911 12.914
H 14.892 15.346 8.295
H 14.875 20.357 10.931
H 9.240 17.710 11.490
H 15.915 22.199 14.031
H 18.750 19.277 8.467
H 16.928 16.259 16.390
H 8.139 16.449 15.847
H 18.398 14.215 13.033
H 15.122 19.903 6.950
H 14.493 13.253 14.441
H 11.552 20.924 9.050
H 18.862 15.131 11.093
H 14.829 14.825 16.335
H 14.117 23.990 7.780
H 14.894 15.774 12.929
H 17.996 18.032 15.444
H 12.502 11.385 10.167
H 14.442 20.095 13.222
H 13.769 19.789 17.422
H 10.872 13.427 17.179

---

99
Properties=species:S:1:pos:R:3 method="wB97M-V/def2-TZVPD" homo_lumo_gap_ev=7.27 e_homo_ev=-11.14 charge=+1
Cl 3.269 -4.378 -0.171
S 1.857 -2.711 2.341
P 1.549 -4.397 0.922
F 3.785 -0.104 0.058
O 1.006 0.714 8.964
O 0.106 1.509 3.810
O 1.725 -5.628 1.931
O -8.022 0.393 7.119
O 1.078 3.885 -6.566
O -3.107 -1.278 6.079
O -2.167 5.890 4.259
O 0.963 -2.039 -1.898
O -1.902 4.100 -0.715
O 3.705 -5.816 -12.361
O -0.355 6.857 -2.424
O 2.613 -3.016 -6.831
O 0.958 -1.875 -10.135
C 3.198 -1.655 1.715
C 3.315 -4.506 -10.445
C -0.550 4.798 -3.548
C 1.145 -1.819 -5.439
C 1.590 -2.776 -10.646
C -1.647 4.107 2.819
C -6.157 -0.847 7.841
C 1.686 1.780 6.979
C 0.749 4.565 -5.619
C 0.273 -1.852 2.316
C 0.314 1.339 5.001
C 1.335 -2.257 -3.039
C 2.747 -0.419 0.923
C 3.077 -4.914 -11.851
C -0.352 0.264 7.095
C 0.798 0.902 7.789
C 0.728 -1.570 -4.200
C 2.236 -2.794 -5.704
C -4.239 -0.893 6.317
C 1.269 5.946 -5.444
C 1.461 1.981 5.682
C -1.964 4.515 0.424
C 0.908 6.693 -4.404
C 2.628 -3.514 -9.883
C 2.421 -3.229 -3.302
C -4.921 -1.264 7.577
C -2.426 5.893 0.719
C -1.579 3.658 1.571
C -0.893 -2.965 4.911
C -1.689 -2.529 3.766
C 2.038 -4.173 -12.612
C -0.028 6.177 -3.374
C -6.901 0.010 6.882
C -2.109 5.486 3.119
C 1.349 -3.182 -12.053
C 2.844 -3.483 -4.536
C -0.245 -3.382 5.828
C -0.572 0.472 5.801
C 2.480 0.785 1.811
C -0.907 -2.858 2.484
C -2.494 6.343 1.970
C -4.977 -0.038 5.358
C -6.212 0.382 5.618
C -0.188 4.053 -4.589
H -1.369 3.495 3.667
H 2.619 1.700 1.247
H 2.533 -5.587 2.469
H 0.275 -1.159 3.155
H 0.719 -1.332 -6.307
H 3.206 0.791 2.625
H 2.784 -3.199 -8.858
H -6.770 1.006 4.933
H -1.242 2.656 1.334
H -1.231 4.444 -2.786
H 2.094 2.613 5.073
H -4.457 0.223 4.444
H -2.624 -3.084 3.748
H 0.588 -2.629 -12.589
H -0.484 -3.851 2.630
H -0.991 -0.371 7.696
H 2.516 2.236 7.502
H 2.825 -3.698 -2.417
H 4.077 -5.059 -9.909
H -6.675 -1.107 8.755
H 0.466 -3.873 6.449
H 1.500 0.733 2.277
H 1.879 -4.486 -13.636
H -1.892 -1.464 3.853
H -0.063 -0.863 -3.985
H 3.852 -2.236 1.068
H 1.877 -0.642 0.302
H -2.827 7.345 2.208
H 1.275 7.701 -4.258
H 3.636 -4.190 -4.749
H -1.406 0.020 5.281
H -4.361 -1.889 8.261
H -1.539 -2.802 1.606
H -2.697 6.501 -0.135
H -0.555 3.045 -4.735
H 0.127 -1.282 1.404
H 3.782 -1.342 2.577
H 1.951 6.301 -6.206

---

96
Properties=species:S:1:pos:R:3 method="wB97M-V/def2-TZVPD" homo_lumo_gap_ev=6.92 e_above_lowest_kj_mol=0.0 e_homo_ev=-12.52 charge=+2
Hf 0.038 -0.459 0.614
S 1.585 0.008 -1.617
N -0.170 -0.866 -3.428
N 0.855 1.166 -3.885
N 0.126 1.448 1.512
N -1.374 0.738 -0.814
N 2.285 -0.940 1.080
N -1.110 2.043 -1.053
N 2.481 -2.915 -0.279
N -2.232 -3.024 -0.487
N -2.113 -1.199 1.052
N 0.377 -0.246 3.864
N 0.100 -2.558 -0.057
N 0.055 -1.053 2.825
C -0.130 1.928 2.817
C -1.176 3.412 6.768
C 0.177 1.217 -5.031
C -4.618 -1.922 2.011
C 0.998 -2.276 4.455
C -0.898 -0.853 -4.566
C -3.976 -0.788 2.507
C -0.374 -5.527 -3.614
C -0.742 0.219 -5.397
C 1.876 4.206 -1.238
C 4.099 -0.409 2.566
C -0.788 2.911 5.404
C -1.150 -4.796 -2.723
C 4.183 -2.393 1.256
C -1.791 -2.020 -4.821
C 2.940 -2.064 0.704
C -2.118 2.616 -1.733
C 0.431 -2.286 3.188
C 1.845 3.103 0.912
C -2.744 -2.278 0.553
C 2.538 5.106 -2.245
C -3.076 1.652 -1.960
C -4.006 -2.657 1.027
C 0.435 2.395 -5.909
C 0.106 2.674 -0.644
C -0.977 -3.151 -0.710
C -0.408 1.596 5.206
C 0.903 -3.981 -1.741
C -0.531 3.251 3.026
C -0.060 1.114 3.947
C -2.743 -0.473 2.008
C 1.685 -4.711 -2.616
C 0.947 -0.960 4.851
C 2.430 3.979 0.021
C -0.836 3.735 4.280
C 2.887 -0.136 1.991
C 0.683 0.132 -3.070
C 1.271 -3.095 -0.619
C 4.760 -1.578 2.196
C 1.022 -5.481 -3.564
C 0.672 2.413 0.602
C -2.572 0.504 -1.357
C -0.479 -4.016 -1.798
C 0.704 3.539 -1.549
H 3.342 4.491 0.301
H 1.819 5.788 -2.699
H -2.231 -4.843 -2.733
H -2.218 0.405 2.367
H 1.395 -3.109 5.008
H 1.271 -0.488 5.762
H 5.720 -1.831 2.627
H 1.594 -6.069 -4.269
H 2.765 -4.683 -2.555
H -0.397 0.920 6.052
H 3.326 5.699 -1.787
H -2.090 3.664 -1.978
H -0.581 2.941 7.550
H -4.465 -3.531 0.589
H 0.260 3.663 -2.529
H -0.105 2.333 -6.849
H -5.590 -2.213 2.387
H -1.136 4.770 4.390
H -2.225 3.195 6.976
H 1.505 2.471 -6.103
H 4.660 -3.295 0.903
H 0.143 3.308 -5.386
H 2.349 0.762 2.249
H -1.199 -2.937 -4.894
H -1.043 4.490 6.841
H 2.986 4.512 -3.045
H -3.018 -0.475 -1.291
H 2.290 2.959 1.889
H -0.596 3.911 2.170
H -4.020 1.774 -2.463
H -2.498 -2.147 -3.998
H 0.298 -3.107 2.503
H -0.217 -1.686 -2.828
H 4.522 0.283 3.280
H -1.293 0.279 -6.323
H -0.854 -6.156 -4.352
H -4.428 -0.163 3.264
H -2.345 -1.885 -5.745